This record from the OMol25 dataset describes a molecular structure, C10H20ClLaTb at a distorted geometry. The level of theory is wB97M-V/def2-TZVPD.

As for the expectation value of S²: 12.740. The multiplicity is 7. As for the total charge: -1. The LUMO energy (alpha / beta) comes out at 2.108 / 2.130 eV.

Last column: Mulliken charge in e.
Atoms and positions in Å:
La  0.54566  0.39897  -4.38496  1.368
Cl  1.43610  -1.82744  -2.51782  -0.629
C  2.65823  1.37782  -4.33456  -1.278
C  -0.62840  -1.18780  -5.55915  -1.191
H  2.34757  1.63386  -5.39313  0.165
H  2.45294  2.13203  -3.53554  0.269
H  3.26170  0.45716  -4.16361  0.308
H  -0.38529  -0.47705  -6.40474  0.156
H  -1.60903  -1.06346  -5.04061  0.248
H  0.03838  -2.06011  -5.38175  0.296
Tb  0.16299  0.14730  -1.16586  1.231
C  -1.65324  -1.00105  -0.18089  -0.935
C  -0.91069  1.35788  -2.77013  -1.269
H  -2.55847  -0.48953  -0.56521  0.231
H  -1.52078  -2.08014  -0.38891  0.194
H  -1.68236  -0.86997  0.92873  0.117
H  -1.91214  1.09126  -3.18665  0.273
H  -0.30933  2.32197  -2.58814  0.135
C  0.73002  1.26157  4.05566  -1.669
C  0.00700  0.00366  3.66230  2.406
C  0.72767  -1.25935  4.05357  -1.674
C  -1.44971  0.00180  4.05022  -1.721
C  0.06697  0.04214  2.26869  -0.243
C  0.18060  0.08755  1.00553  -1.275
H  0.74169  1.28286  5.13224  0.433
H  0.22681  2.15970  3.68962  0.349
H  1.75938  1.27496  3.68950  0.370
H  0.74007  -1.28396  5.13202  0.419
H  0.22522  -2.15967  3.69012  0.359
H  1.75834  -1.27680  3.69024  0.380
H  -1.98306  0.88645  3.69106  0.337
H  -1.98315  -0.88326  3.69159  0.371
H  -1.48171  0.00066  5.13055  0.469